(1)
C2H9O5P | ωB97M-V/def2-TZVPD

- Charge: 0
- Frontier orbital gap: 11.3 eV
- E: -799.2440 a.u.
- Relative energy (zero: lowest compared OMol25 entry of this formula, charge and spin): 14.28 kcal per mole

Atoms and positions in Å:
C 0.262 1.743 0.000
O -0.328 1.024 -1.056
P -0.367 -0.555 -1.067
O 0.650 -1.244 -0.239
O -0.468 -0.978 -2.617
O -1.893 -0.639 -0.573
C -2.224 -0.908 0.788
H -0.149 2.761 0.110
H 1.325 1.822 -0.285
H 0.195 1.229 0.973
H -1.062 -0.294 -3.027
H -3.309 -0.862 0.983
H -1.711 -0.228 1.489
H -1.875 -1.937 0.976
O 3.936 -0.030 1.195
H 3.779 -0.760 1.836
H 3.237 -0.145 0.512

***

(2)
C2H9OS | ωB97M-V/def2-TZVPD

- Charge: +1
- Frontier orbital gap: 9.2 eV
- E: -554.6427 a.u.
- Relative energy (zero: lowest compared OMol25 entry of this formula, charge and spin): 67.35 kcal per mole

Atoms and positions in Å:
O 0.000 1.858 0.867
H 0.810 1.999 1.320
H -0.343 2.762 0.731
H -1.504 0.307 -1.715
C 0.881 -0.360 -1.235
S -0.969 -0.514 -0.715
C -0.632 -1.153 0.940
H 0.912 0.493 -2.085
H 1.364 0.067 -0.343
H 1.208 -1.360 -1.581
H 0.149 -0.635 1.543
H -0.243 -2.113 0.861
H -1.632 -1.352 1.412

***

(3)
C2H9PSi | ωB97M-V/def2-TZVPD

- Charge: 0
- Frontier orbital gap: 10.3 eV
- E: -712.3980 a.u.
- Relative energy (zero: lowest compared OMol25 entry of this formula, charge and spin): 25.23 kcal per mole

Atoms and positions in Å:
C 1.629 0.593 0.408
Si -0.001 -0.303 0.412
C -1.268 0.931 -0.355
P 0.105 -2.269 -0.746
H 2.130 0.638 -0.561
H 1.445 1.538 0.846
H 2.359 0.357 1.188
H -0.084 -0.616 2.120
H -0.907 1.300 -1.352
H -2.207 0.504 -0.382
H -1.254 1.954 0.106
H -0.532 -3.046 0.278
H 1.377 -2.543 -0.329

***

(4)
C2HAgO3 | ωB97M-V/def2-TZVPD

- Spin multiplicity: 2
- Charge: +1
- Frontier orbital gap (spin up / spin down): 8.6 / 7.2 eV
- E: -448.8359 a.u.
- Relative energy (zero: lowest compared OMol25 entry of this formula, charge and spin): 204.12 kcal per mole

Atoms and positions in Å:
O 1.874 -0.905 0.501
H 1.544 -1.269 1.334
O -1.041 0.091 0.407
O -0.982 0.833 -0.881
C 0.906 -0.395 -0.216
C 0.461 0.312 -1.148
Ag -2.762 1.332 0.003

***

(5)
C2HAuLiO2 | ωB97M-V/def2-TZVPD

- Spin multiplicity: 3
- Charge: +1
- Frontier orbital gap (spin up / spin down): 9.2 / 6.2 eV
- E: -370.0806 a.u.
- Relative energy (zero: lowest compared OMol25 entry of this formula, charge and spin): 7.63 kcal per mole

Atoms and positions in Å:
O 0.491 1.733 0.509
C 0.478 0.936 -0.394
C 0.182 -0.069 -1.138
H -0.313 -0.091 -2.104
Li 0.022 0.673 2.243
Au 0.468 -1.443 0.399
O -0.407 -1.014 1.930

***

(6)
C2HBr2N2 | ωB97M-V/def2-TZVPD

- Charge: +1
- Frontier orbital gap: 7.5 eV
- E: -5333.9718 a.u.
- Relative energy (zero: lowest compared OMol25 entry of this formula, charge and spin): 17.17 kcal per mole

Atoms and positions in Å:
C 0.313 -0.355 0.830
C 1.416 -0.476 0.218
N -2.475 0.764 -1.516
N -1.507 1.049 -1.946
Br -0.177 0.880 2.199
Br 2.886 -0.784 -0.487
H -0.456 -1.080 0.701

***

(7)
C2HBr3ClF | ωB97M-V/def2-TZVPD

- Charge: 0
- Frontier orbital gap (spin up / spin down): 8.1 / 7.3 eV
- E: -8358.7514 a.u.
- Relative energy (zero: lowest compared OMol25 entry of this formula, charge and spin): 77.84 kcal per mole

Atoms and positions in Å:
C 0.122 -0.056 -1.294
C 3.855 0.185 0.167
F -0.540 -0.087 -0.099
Cl 1.595 0.716 -1.182
Br 3.233 -1.226 1.363
Br 4.770 -0.486 -1.501
Br 4.526 1.793 0.855
H -0.105 -0.850 -1.941

***

(8)
C2HBr3S | ωB97M-V/def2-TZVPD

- Charge: 0
- Frontier orbital gap: 8.4 eV
- E: -8196.9517 a.u.
- Relative energy (zero: lowest compared OMol25 entry of this formula, charge and spin): 4.26 kcal per mole

Atoms and positions in Å:
C -0.148 -0.024 0.985
C 1.120 0.388 1.010
S 1.793 1.723 -0.725
Br -0.757 -1.226 2.160
Br 2.595 -0.140 1.930
Br 2.732 0.133 -1.898
H -0.806 0.268 0.281